Here is a structure of composition C52H46BrFMnN9O7PS from the OMol25 dataset. Energies are from ωB97M-V with the def2-TZVPD basis set.

Output
HOMO-LUMO gap (spin up / spin down) in Ha: 0.125 / 0.254
Spin multiplicity: 6
Charge: -2
<S²>: 9.03
Relative energy (zero: lowest compared OMol25 entry of this formula, charge and spin) in kJ/mol: 515.9

Last column: Mulliken spin population.
Element x y z (Å)
Br -2.2318 0.4914 -4.2161  0.006
Mn 0.8622 -1.6395 0.4886  2.928
S 5.5780 0.3292 -1.3293  -0.001
P -2.1016 3.6209 1.5994  0.372
F -1.8944 2.1538 1.0401  0.043
O 0.8314 1.3782 1.9925  -0.002
O -0.2815 -0.4666 -0.8279  -0.016
O 5.6866 1.6654 -0.7944  0.000
O 2.9373 -1.8313 0.1847  0.030
O -1.2502 -1.6172 -2.4738  0.010
O 1.7831 -2.8567 3.1865  -0.002
O 5.9584 0.1199 -2.7078  0.000
N 3.1382 -5.5825 -2.9687  0.000
N 0.8486 -5.5109 -3.9198  0.000
N 4.0167 -0.1596 -1.0961  -0.004
N 1.4607 -3.9917 -2.0587  0.010
N 1.2978 -0.8498 2.2525  -0.049
N -8.2253 1.0315 -0.8810  0.115
N -0.9271 -2.8184 1.0731  -0.037
N -3.1430 -2.7860 0.8495  -0.003
N 2.4124 -3.6243 -4.3185  0.000
C -5.4115 5.8624 -0.5367  -0.003
C -5.5840 -2.4697 1.0533  0.061
C -3.7680 3.4073 5.8991  0.003
C -5.2217 4.4982 -0.8165  0.031
C 3.5265 -4.5901 -3.9812  0.000
C -0.5363 4.3493 1.3517  -0.075
C 0.3793 -4.8225 -2.6774  -0.001
C -3.2802 4.4975 0.6172  -0.001
C 1.6072 5.0568 2.3143  -0.104
C 0.4105 4.2729 2.3729  0.175
C -0.5407 -0.6820 -2.0646  0.046
C 5.2846 -1.6366 0.2753  0.000
C -3.0771 4.5257 5.4929  0.008
C -4.5522 6.5454 0.2581  0.014
C 2.2735 1.3895 -3.5842  -0.002
C 2.0046 -6.3575 -3.5518  0.000
C 3.9660 -1.2382 -0.2364  0.005
C -2.8012 -3.5235 1.9915  0.065
C -1.9600 -2.3807 0.3369  0.071
C -1.4409 -3.5338 2.1229  -0.001
C 1.6713 6.0693 1.3649  0.259
C 1.6166 2.0298 -4.6315  0.002
C 2.6144 -4.8411 -1.7343  0.001
C -4.4176 -1.8336 -1.0160  -0.001
C -7.5148 0.1497 -0.6606  0.006
C 2.0215 -2.9689 -3.0575  0.005
C -6.5272 -0.8286 -0.4456  0.205
C 1.9940 -0.8283 4.5789  0.002
C -2.6559 4.7329 4.1314  0.035
C -5.4655 -0.9926 -1.3009  0.075
C 5.6756 -2.7754 1.0460  -0.001
C 1.6781 -1.6272 3.3084  0.003
C 7.9793 -2.1381 0.8697  -0.001
C -6.5858 -1.5555 0.7524  -0.004
C -3.5169 5.8650 0.9263  0.045
C 1.1313 0.4142 2.7022  0.027
C 0.3068 1.7011 -4.9261  -0.002
C 0.2326 0.3359 -2.9640  0.013
C -0.4131 0.8523 -4.0471  -0.004
C 1.5459 0.5571 -2.7461  -0.009
C 6.2924 -0.8319 -0.2045  -0.001
C -4.1100 3.8194 -0.3272  -0.018
C 0.7295 6.1370 0.3443  -0.167
C -4.4018 -2.4545 0.2485  0.294
C 1.5182 0.5162 4.2232  -0.005
C -2.6180 3.6315 3.3136  -0.087
C -0.2685 5.1746 0.2137  0.252
C -3.6516 2.2777 5.0966  0.021
C 7.0071 -2.9664 1.3966  0.000
C 1.3163 -4.3947 -4.8369  0.000
C 7.6109 -0.9847 0.1668  0.000
C -3.0063 2.3466 3.8511  0.026
H -0.4633 -4.1251 -2.8651  0.001
H -2.8127 6.3560 1.5907  0.032
H -3.9667 1.3284 5.4948  0.002
H -5.5949 -0.5845 -2.3057  0.025
H -3.5658 -3.9556 2.6115  0.003
H 8.3686 -0.1951 -0.0606  0.000
H 1.5956 -4.9460 -5.7117  0.000
H -1.9901 -1.8012 -0.5596  0.043
H 9.0082 -2.4412 0.9901  0.000
H -4.6920 7.6168 0.3603  0.002
H 3.4629 -4.2470 -1.3295  -0.001
H 0.8039 6.8609 -0.4588  -0.011
H -6.0092 3.8924 -1.2396  -0.003
H -2.9415 1.4943 3.2091  0.011
H 2.5495 6.6983 1.3963  0.035
H 2.1292 2.7548 -5.2752  0.000
H 3.0550 -0.9324 4.7734  -0.001
H 1.2122 -2.2559 -3.2892  0.002
H -2.1620 5.6489 3.8540  0.014
H 0.4206 -3.8340 -5.1228  0.000
H -6.3301 6.3471 -0.9387  0.001
H -0.1170 2.0635 -5.8727  0.000
H 4.3389 -4.0172 -3.6285  0.000
H 1.4972 -1.3462 5.4077  0.001
H 4.8924 -3.4714 1.3799  -0.001
H 2.2892 1.2686 4.2342  0.001
H 2.8829 -2.4200 -2.6604  0.002
H 7.3249 -3.7144 2.0805  0.000
H -3.5559 -1.8633 -1.6845  -0.007
H 3.3202 1.6542 -3.3520  0.000
H 3.7542 -5.1515 -4.9263  0.000
H -2.9573 5.3762 6.2343  0.000
H 2.2739 -6.8356 -4.5176  0.000
H 2.4228 4.7828 2.9761  -0.009
H 0.6201 0.8767 4.7228  0.000
H 2.2549 -5.6678 -1.0387  0.000
H 0.0415 -5.5999 -2.0010  0.000
H 2.0559 0.2841 -1.7984  0.008
H -5.6487 -3.1748 1.8444  0.056
H 0.2513 3.5714 3.1824  0.062
H -3.9789 2.7739 -0.6022  0.014
H -0.9203 5.1730 -0.6778  0.031
H -7.4690 -1.3703 1.3420  0.021
H 1.6779 -7.1275 -2.8301  0.000
H -4.2842 3.4076 6.8337  0.001
H -0.8676 -3.9674 2.8805  0.001